# C17H49O11

A cluster of 9 separate species, C17H49O11 in total (ωB97M-V/def2-TZVPD, the Open Molecules 2025 dataset).

**Charge**: -1
**LUMO level**: 2.8 eV
**ΔE to the lowest compared entry with this formula, charge and spin**: 0.000 eV
**Multiplicity**: 1
**Orbital gap**: 9.95 eV
**HOMO level**: -7.2 eV

Each line ends with the Löwdin charge.
CARTESIAN COORDINATES (ANGSTROEM)
1 O 0.85 -2.58 -1.02  -0.10
2 O -0.01 0.13 -0.82  0.01
3 O -1.77 1.42 -4.74  -0.09
4 O -2.40 -3.33 0.67  -0.10
5 O -2.99 3.19 0.91  -0.08
6 O 1.88 2.68 0.60  -0.09
7 O -0.51 1.37 0.96  -0.05
8 O 0.28 2.24 -2.88  -0.11
9 O -1.34 -4.94 2.85  -0.11
10 O -0.27 2.69 3.44  -0.09
11 O -1.36 -0.68 0.80  0.07
12 C -0.03 -4.48 3.26  -0.30
13 C -2.59 -2.96 -1.73  -0.09
14 C -0.06 -3.02 3.68  -0.08
15 C 1.67 1.91 -3.09  -0.27
16 C 1.64 -2.69 0.18  -0.29
17 C -1.40 4.53 -0.36  -0.08
18 C -2.25 -3.94 -0.61  -0.30
19 C 2.83 1.64 0.70  -0.35
20 C 4.21 2.21 0.44  -0.09
21 C 1.85 0.60 -3.85  -0.07
22 C -2.79 3.90 -0.30  -0.32
23 C 3.13 -2.39 -0.09  -0.07
24 C -3.07 0.34 -2.99  -0.08
25 C 0.97 2.44 4.08  -0.32
26 C -0.58 0.32 0.25  -0.71
27 C 1.11 0.98 4.49  -0.09
28 C -2.60 0.30 -4.43  -0.31
29 H -0.01 1.58 -2.23  0.04
30 H -1.27 5.18 -1.22  0.07
31 H -1.20 -4.23 -0.73  0.10
32 H -1.27 5.18 0.51  0.08
33 H 3.75 -2.99 0.59  0.06
34 H 0.19 -5.13 4.11  0.10
35 H 2.74 0.68 -4.49  0.07
36 H 0.19 0.62 4.95  0.07
37 H 0.56 -1.66 -1.08  0.03
38 H 3.42 -2.55 -1.12  0.07
39 H -3.64 -2.69 -1.64  0.07
40 H -1.97 -0.60 -4.51  0.10
41 H 2.83 1.18 1.71  0.10
42 H -3.74 1.20 -2.84  0.07
43 H 4.24 2.82 -0.46  0.07
44 H 2.58 0.83 0.01  0.09
45 H -2.25 2.58 1.04  0.04
46 H 2.09 1.79 -2.09  0.09
47 H 2.13 2.77 -3.57  0.11
48 H 4.56 2.75 1.31  0.07
49 H -0.66 3.73 -0.34  0.05
50 H 1.03 3.08 4.96  0.10
51 H 1.29 0.37 3.60  0.05
52 H -1.05 1.41 -4.09  0.03
53 H -1.68 -0.21 1.60  0.13
54 H -0.18 2.27 2.57  0.03
55 H -3.41 0.21 -5.16  0.10
56 H -0.46 -2.94 4.69  0.07
57 H -0.73 -2.44 3.04  0.06
58 H -2.00 -2.05 -1.66  0.05
59 H -2.25 0.51 -2.29  0.06
60 H -2.88 -4.83 -0.68  0.11
61 H -2.91 3.23 -1.16  0.10
62 H 1.76 2.71 3.37  0.10
63 H -2.46 -3.44 -2.71  0.08
64 H 1.26 -2.02 0.95  0.10
65 H 3.35 -1.36 0.20  0.05
66 H 2.05 -0.24 -3.18  0.06
67 H -3.60 -0.55 -2.64  0.05
68 H 1.00 2.23 0.56  0.03
69 H 0.94 -2.58 3.64  0.07
70 H 4.94 1.41 0.25  0.07
71 H -1.76 -2.60 0.74  0.05
72 H 1.94 0.86 5.20  0.07
73 H 0.68 -4.67 2.44  0.09
74 H 1.57 -3.75 0.43  0.10
75 H -1.56 -4.57 1.98  0.04
76 H 1.02 0.41 -4.54  0.07
77 H -3.59 4.64 -0.38  0.10